Below is a molecular structure, C12H14F5O3RuSSe4, with properties calculated with wB97M-V/def2-TZVPD.

Atoms and positions in Å:
Ru -0.765 0.118 0.200
C -1.056 -0.892 3.345
O -1.500 0.062 2.379
C -1.522 1.379 2.912
C -1.990 2.342 1.838
O -1.220 2.254 0.637
C -0.019 3.019 0.550
C 1.150 2.395 1.316
O 1.027 0.974 1.315
C 2.292 0.300 1.304
H -1.744 -0.893 4.194
H -0.047 -0.640 3.685
H -1.053 -1.862 2.858
H -0.528 1.637 3.291
H -2.228 1.424 3.749
H -1.962 3.366 2.220
H -3.008 2.095 1.539
H -0.204 4.038 0.901
H 0.206 3.046 -0.514
H 1.194 2.736 2.355
H 2.078 2.690 0.820
H 2.813 0.509 0.369
H 2.090 -0.766 1.365
H 2.884 0.623 2.163
Se -2.844 -0.245 -0.718
Se -3.396 -2.526 -0.415
Se -1.401 -3.311 -1.251
Se -0.050 -2.187 0.295
F 1.319 -3.939 -5.243
C 1.114 -2.907 -4.428
C -0.030 -2.141 -4.550
F -0.937 -2.447 -5.479
C -0.235 -1.077 -3.691
F -1.357 -0.377 -3.828
C 0.686 -0.743 -2.706
S 0.422 0.636 -1.650
C 1.835 -1.521 -2.617
F 2.773 -1.240 -1.709
C 2.053 -2.596 -3.456
F 3.161 -3.332 -3.347

- HOMO level (alpha / beta) (eV) = -7.21 / -7.28
- HOMO-LUMO gap (alpha / beta) (eV) = 7.177 / 6.496
- expectation value of S² = 0.76
- F_max (eV/A) = 0.731
- ΔE to the lowest compared entry with this formula, charge and spin (kcal/mol) = 0.00
- spin multiplicity = 2

Atom charges from the natural (NBO) analysis, given in e for atoms 1 to 2:
1 Ru 0.28
2 C -0.26